# 1
15
Properties=species:S:1:pos:R:3:forces:R:3 method="wB97M-V/def2-TZVPD" relative_energy_kcal_mol=72.6 e_homo_ev=-9.453 e_lumo_ev=0.41 total_charge=0
C 0.603 0.887 0.216 -0.44 0.02 -2.84
C -0.632 0.110 -0.195 0.70 -0.11 0.52
C -1.122 -0.947 0.783 0.04 0.01 -0.22
C 0.060 -0.410 -1.471 -0.84 -3.03 0.64
O 0.394 2.021 0.922 0.32 0.09 0.26
O 1.645 0.155 0.648 0.49 -0.84 -0.08
O 0.988 -1.245 -1.402 -0.90 1.20 -0.31
H 1.199 2.201 1.434 -0.13 0.04 -0.22
H 1.716 -0.607 -0.025 -0.05 0.68 0.80
H 0.852 1.025 -1.135 0.29 1.39 1.87
H -1.417 0.819 -0.465 0.09 0.00 -0.07
H -0.567 -0.378 -2.375 0.60 0.62 -0.42
H -1.948 -1.504 0.340 -0.10 -0.01 0.15
H -0.327 -1.655 1.015 0.00 0.03 0.01
H -1.445 -0.472 1.710 -0.08 -0.09 -0.07

***

# 2
39
Properties=species:S:1:pos:R:3:forces:R:3 method="wB97M-V/def2-TZVPD" relative_energy_kcal_mol=56.2 e_homo_ev=-9.157 e_lumo_ev=-1.24 total_charge=0
O 2.963 -0.145 2.714 -0.01 0.50 0.10
H 3.901 0.004 2.583 0.20 -0.14 0.02
H 2.552 0.200 1.918 0.00 0.04 -0.43
O 1.674 -2.787 -0.343 0.31 -0.13 0.27
H 1.483 -1.872 -0.128 -0.10 0.00 0.23
H 0.894 -3.092 -0.820 0.27 -0.02 -0.16
O 0.007 -0.667 -3.458 0.13 -0.03 -0.67
H -0.287 0.150 -3.046 -0.08 0.09 0.10
H -0.434 -1.360 -2.964 0.27 -0.24 0.31
O -1.451 -0.076 2.308 -0.39 0.55 0.20
H -1.937 0.576 1.795 -0.12 0.29 -0.40
H -1.523 0.226 3.216 -0.07 -0.26 0.34
O 0.565 0.163 -0.285 0.05 -0.15 0.25
H 0.406 1.101 -0.408 0.33 0.28 -0.30
H -0.215 -0.157 0.171 -0.03 -0.20 0.10
O -2.301 1.626 0.219 -0.24 -0.07 0.51
H -2.100 2.509 0.540 0.24 0.33 0.05
H -3.226 1.667 -0.037 -0.36 -0.03 0.04
O 2.666 -0.521 -2.312 0.75 0.29 -0.02
H 2.022 -0.579 -3.021 -0.39 -0.10 -0.03
H 2.168 -0.724 -1.518 -0.10 -0.08 -0.16
O -0.584 -3.100 -1.778 -0.44 -0.03 -0.69
H -1.056 -2.689 -1.042 0.10 0.09 0.38
H -1.238 -3.187 -2.473 0.01 -0.36 -0.22
O -1.730 -2.048 0.362 -0.36 0.10 -0.14
H -2.636 -1.978 0.054 -0.27 -0.06 0.04
H -1.628 -1.322 0.985 0.11 -0.24 0.46
O -1.477 1.333 -2.315 -0.21 0.35 -0.12
H -2.207 1.677 -2.834 0.00 0.02 -0.35
H -1.788 1.375 -1.403 0.28 -0.09 0.04
O 0.485 2.679 2.020 -0.16 0.13 -0.23
H 1.320 2.898 2.438 0.21 0.06 0.11
H -0.039 2.286 2.719 0.02 -0.19 0.10
O 0.703 -1.682 2.781 -0.31 -0.13 0.15
H -0.114 -1.185 2.702 0.19 -0.25 -0.11
H 1.389 -1.011 2.835 0.31 -0.31 0.19
O 1.244 3.224 -0.950 0.01 -0.14 -0.03
H 1.184 3.062 -0.006 -0.01 0.07 0.29
H 0.346 3.426 -1.219 -0.13 0.08 -0.21

***

# 3
12
Properties=species:S:1:pos:R:3:forces:R:3 method="wB97M-V/def2-TZVPD" relative_energy_kcal_mol=55.0 e_homo_ev=-9.938 e_lumo_ev=0.38 smiles="O=C[C@H]1CN1C=O" total_charge=0
O -1.337 -0.077 -1.623 0.51 -0.51 -0.06
C -0.622 -0.980 -1.247 -0.18 0.47 -0.25
C -0.005 -0.965 0.114 -0.31 0.09 -0.04
C 1.126 -0.202 0.714 0.43 0.03 0.03
N -0.214 0.293 0.871 0.03 0.01 0.14
C -0.399 1.561 0.226 0.20 0.11 0.01
O 0.531 2.293 -0.022 -0.57 -0.38 0.13
H -0.532 -1.907 -1.847 0.19 0.15 0.14
H -0.123 -1.944 0.596 -0.67 0.51 0.22
H 1.804 0.405 0.128 -0.02 -0.10 -0.07
H 1.501 -0.626 1.642 0.31 -0.05 -0.32
H -1.439 1.885 0.102 0.08 -0.32 0.06

***

# 4
20
Properties=species:S:1:pos:R:3:forces:R:3 method="wB97M-V/def2-TZVPD" relative_energy_kcal_mol=79.6 e_homo_ev=-13.525 e_lumo_ev=-3.51 smiles="[H]/N=C(/C)[C@H](F)[C@H]([NH3+])N=C" total_charge=+1
C -0.547 -1.772 -1.468 -0.65 1.60 0.35
C 0.662 1.399 -0.799 -0.60 -1.39 0.24
C -0.675 2.187 -1.105 2.91 0.02 1.65
C 0.682 0.514 0.596 -2.72 0.50 -0.71
C -0.531 -0.786 0.698 5.49 1.19 0.11
N 1.634 1.323 -1.607 -0.75 -0.46 0.36
N -0.390 -1.765 -0.237 1.01 -0.76 2.14
N -0.076 -1.411 2.125 0.37 0.33 -0.75
F 1.941 0.071 0.854 -0.17 -0.84 -0.24
H -0.246 -2.676 -1.826 0.40 -2.27 -2.16
H -0.942 -0.964 -2.060 -0.02 0.32 -0.36
H -1.092 2.368 -0.146 -0.92 0.01 0.97
H -1.360 1.652 -1.709 -0.43 -0.47 -0.80
H -0.447 3.195 -1.437 0.12 -0.18 -0.70
H 0.391 1.107 1.484 0.07 0.22 -0.60
H -1.472 -0.427 0.782 -2.98 1.50 0.74
H 2.341 0.599 -1.382 -0.30 0.81 0.31
H 0.997 -1.426 2.072 -1.79 -0.32 0.30
H -0.380 -0.827 2.932 0.34 -0.42 -0.68
H -0.488 -2.362 2.231 0.62 0.63 -0.16

***

# 5
8
Properties=species:S:1:pos:R:3:forces:R:3 method="wB97M-V/def2-TZVPD" relative_energy_kcal_mol=77.9 e_homo_ev=-10.060 e_lumo_ev=0.84 smiles="[H]/N=C/N1C=N1" total_charge=0
N 0.285 1.298 -0.155 0.33 -0.37 0.00
C 0.879 0.178 -0.126 -0.18 0.35 -0.01
N 0.156 -1.040 -0.280 0.27 0.01 -0.21
N -0.898 -1.247 0.920 -0.37 0.21 -0.42
C -1.233 -0.814 -0.192 0.05 -0.16 0.54
H 0.949 2.066 -0.083 -0.04 -0.01 0.01
H 1.958 0.022 -0.040 -0.14 0.04 0.00
H -2.062 -0.456 -0.785 0.07 -0.06 0.09

***

# 6
15
Properties=species:S:1:pos:R:3:forces:R:3 method="wB97M-V/def2-TZVPD" relative_energy_kcal_mol=51.5 e_homo_ev=-9.425 e_lumo_ev=1.09 total_charge=0
C 1.796 0.146 0.290 0.05 0.04 0.07
C 0.694 -0.225 -0.711 -0.05 0.03 -0.07
C -0.679 -0.059 -0.115 -0.21 0.18 0.10
N -1.308 1.040 0.008 -0.06 -0.64 0.15
O -0.642 2.158 -0.476 -0.12 0.19 0.03
C -1.440 -1.220 0.452 -0.03 -0.12 0.03
H 1.701 1.197 0.581 0.02 -0.17 -0.03
H 1.735 -0.467 1.196 0.00 0.09 -0.14
H 2.786 -0.002 -0.152 -0.16 0.02 0.07
H 0.780 0.416 -1.596 -0.04 -0.10 0.12
H 0.815 -1.266 -1.037 -0.03 0.18 0.05
H -1.321 2.798 -0.238 0.39 0.47 -0.29
H -2.384 -0.843 0.858 0.17 -0.17 -0.05
H -1.656 -1.967 -0.318 0.08 0.01 0.08
H -0.877 -1.704 1.257 -0.02 -0.02 -0.12

***

# 7
67
Properties=species:S:1:pos:R:3:forces:R:3 method="wB97M-V/def2-TZVPD" e_homo_ev="-12.198 / -12.188" e_lumo_ev="-8.57 / -8.57" total_charge=+2
C -0.634 -4.016 0.108 1.74 -2.23 0.42
H 0.110 -4.554 -0.593 -0.94 1.03 1.07
H -1.510 -4.693 0.168 0.34 0.63 0.00
H -0.178 -3.976 1.144 -0.24 -0.25 -1.02
C -0.979 -2.655 -0.298 -2.26 1.10 0.26
C 0.154 -1.805 -0.884 0.60 -2.12 0.22
H 0.985 -2.470 -1.456 -1.81 1.85 0.97
C -0.030 -0.434 -1.287 1.84 0.55 -3.98
C -1.193 -0.076 -2.039 -1.97 0.92 -0.45
H -1.534 0.953 -2.059 0.48 0.38 0.20
H -1.995 -0.661 -1.640 -0.67 -0.48 0.09
H -1.085 -0.379 -3.078 0.28 -0.28 -0.12
C 1.379 1.553 -2.056 -2.11 1.41 1.23
C 1.168 1.570 -3.450 0.70 -0.78 2.89
C 1.434 2.762 -4.087 -0.74 -1.15 0.34
H 1.391 2.653 -5.132 -0.08 0.86 -1.37
C 1.647 3.929 -3.378 0.43 -0.40 -0.86
H 1.781 4.795 -3.962 0.18 1.11 -0.40
C 1.744 3.962 -2.011 0.07 -0.92 0.77
H 2.016 4.869 -1.498 -0.32 0.21 0.13
C 1.569 2.768 -1.311 0.63 -1.37 -1.05
C -3.106 -2.503 0.810 -2.54 -0.47 2.32
C -3.057 -3.231 2.029 -0.24 -0.24 -1.11
C -4.228 -3.401 2.795 1.93 -0.39 -0.07
H -4.163 -4.143 3.610 -0.27 0.70 -0.32
C -5.381 -2.691 2.500 1.12 -1.11 0.32
H -6.213 -2.933 3.092 -1.24 0.26 0.62
C -5.403 -1.885 1.402 0.00 0.54 -1.31
H -6.305 -1.342 1.134 0.13 -0.07 0.00
C -4.291 -1.836 0.560 -1.51 0.59 -0.85
C 5.420 3.424 -4.462 -0.35 -1.09 0.34
H 5.521 3.608 -5.607 -0.04 0.03 2.38
C 4.983 2.139 -3.996 0.35 0.00 -0.42
H 4.659 1.333 -4.685 0.44 0.95 0.09
C 4.865 1.746 -2.634 0.57 2.10 -0.25
H 4.345 0.863 -2.405 -0.45 -1.18 0.33
C 5.210 2.627 -1.554 0.18 3.42 -4.78
C 5.444 3.777 -2.313 1.21 -1.18 0.34
H 4.746 2.951 -0.683 -0.70 -1.03 2.41
C 5.770 4.439 -3.424 -2.46 -5.47 0.10
H 6.038 5.384 -3.596 1.37 3.55 -0.64
N 1.114 0.347 -1.296 -0.89 -0.12 -0.76
N -2.167 -2.155 -0.075 5.48 0.77 -2.02
Ta 1.529 -0.678 0.356 -3.53 0.45 5.69
H 1.652 2.711 -0.230 -0.10 0.12 -0.02
H 0.824 0.603 -3.809 0.34 0.47 -0.96
H -2.124 -3.732 2.228 -0.07 -0.25 0.59
H -4.342 -1.331 -0.428 -0.13 -0.01 0.96
F 3.124 -1.526 0.330 2.48 -1.32 0.41
C 1.034 -1.405 4.344 -0.21 -0.32 0.24
C -0.354 -0.832 4.146 0.52 -0.32 -2.79
C -1.456 -1.042 4.959 1.43 0.42 -0.91
C -2.670 -0.523 4.535 1.02 -0.93 1.03
C -2.828 0.134 3.352 -0.33 -0.07 0.35
C -1.846 0.198 2.423 1.78 0.00 -0.42
C -1.972 0.896 1.118 -0.44 0.66 -0.80
C -0.586 -0.346 2.781 -1.24 -0.20 2.25
N 0.340 -0.510 1.838 3.98 0.03 -3.73
H 1.110 -2.272 3.648 0.22 0.39 0.61
H 1.137 -1.728 5.375 0.10 -0.33 0.06
H 1.899 -0.738 4.147 -0.78 -0.09 -0.09
H -1.281 -1.646 5.833 -0.44 0.20 0.47
H -3.467 -0.703 5.190 -1.37 0.10 0.62
H -3.762 0.560 3.177 -1.49 0.65 -0.55
H -2.944 1.419 1.033 0.54 -0.12 0.15
H -1.144 1.628 1.023 -0.45 -0.13 0.00
H -1.916 0.249 0.228 -0.08 -0.04 0.74

***

Computed E_tot (eV) in order:
-10417.855, -27039.511, -9811.929, -12541.686, -6589.197, -7830.086, -41367.202